No. 1
{
  "formula": "C7H15NO2Si",
  "method": "the ωB97M-V functional and the def2-TZVPD basis",
  "elements": ["C", "C", "N", "C", "O", "C", "O", "Si", "C", "C", "C", "H", "H", "H", "H", "H", "H", "H", "H", "H", "H", "H", "H", "H", "H", "H"],
  "xyz": [[-3.54, 1.21, -0.66], [-2.50, 0.45, 0.12], [-2.71, -0.84, 0.62], [-1.62, -1.43, 0.07], [-1.32, -2.61, -0.06], [-1.22, -0.17, -0.56], [0.05, 0.60, -0.18], [1.55, -0.03, -0.14], [1.90, -0.95, -1.70], [1.55, -1.26, 1.34], [2.83, 1.37, 0.08], [-4.16, 0.61, -1.37], [-2.93, 1.93, -1.20], [-4.18, 1.72, -0.04], [-2.04, 1.17, 0.86], [-3.38, -1.27, 1.23], [-1.02, 0.00, -1.64], [1.50, -0.33, -2.55], [2.84, -1.33, -1.73], [1.33, -1.86, -1.81], [2.54, -1.83, 1.65], [1.18, -0.65, 2.07], [0.86, -2.01, 1.04], [3.64, 0.85, 0.61], [3.22, 1.77, -0.82], [2.37, 2.20, 0.58]],
  "smiles": "C[C@H]1NC(=O)[C@@H]1O[Si](C)(C)C",
  "orbital_gap_ha": 0.3822,
  "e_above_lowest_ev": 0.112,
  "energy_ev": -20964.953,
  "max_force_ev_per_a": 5.79,
  "spin_multiplicity": 1
}

No. 2
{
  "formula": "C7H15OP",
  "method": "the ωB97M-V functional and the def2-TZVPD basis",
  "elements": ["C", "C", "C", "C", "C", "P", "C", "C", "O", "H", "H", "H", "H", "H", "H", "H", "H", "H", "H", "H", "H", "H", "H", "H"],
  "xyz": [[2.00, -1.78, 0.17], [1.95, -0.31, 0.09], [1.28, 0.39, 1.29], [0.52, 0.36, -0.04], [0.44, 1.70, -0.78], [-1.05, -0.57, -0.08], [-2.01, 0.43, 1.07], [-1.78, -0.21, -1.74], [-1.01, -2.03, 0.14], [1.12, -2.01, 0.70], [2.83, -2.22, 0.92], [1.95, -2.30, -0.82], [2.74, 0.32, -0.40], [0.93, -0.34, 1.99], [1.72, 1.25, 1.71], [-0.56, 2.15, -0.57], [0.56, 1.56, -1.86], [1.26, 2.47, -0.31], [-2.94, -0.15, 1.13], [-1.71, 0.31, 2.10], [-2.11, 1.46, 1.01], [-1.33, 0.66, -2.16], [-2.06, -1.13, -2.39], [-2.73, 0.00, -1.18]],
  "smiles": "C[C@@H]1C[C@]1(C)P(C)(C)=O",
  "orbital_gap_ha": 0.3792,
  "e_above_lowest_ev": 0.348,
  "energy_ev": -18837.429,
  "max_force_ev_per_a": 3.17,
  "spin_multiplicity": 1
}

No. 3
{
  "formula": "C7H16BrCl2N4O",
  "method": "the ωB97M-V functional and the def2-TZVPD basis",
  "elements": ["N", "C", "N", "C", "N", "N", "Br", "H", "H", "H", "H", "C", "C", "C", "O", "H", "H", "H", "H", "H", "H", "H", "H", "Cl", "C", "C", "Cl", "H", "H", "H", "H"],
  "xyz": [[0.66, -2.38, 2.80], [1.71, -1.50, 2.92], [2.89, -1.79, 3.83], [3.78, -0.56, 3.70], [3.20, 0.45, 2.73], [2.02, -0.16, 2.30], [0.88, 0.66, 1.06], [-0.25, -2.14, 3.29], [0.77, -3.31, 2.33], [4.80, -0.38, 4.28], [3.60, 1.37, 2.46], [-4.42, -0.71, -0.09], [-3.28, -0.47, -1.07], [-2.36, -1.67, -1.17], [-2.52, 0.66, -0.64], [-4.03, -0.91, 0.92], [-5.06, 0.17, -0.02], [-5.02, -1.57, -0.40], [-3.68, -0.23, -2.06], [-1.90, -1.90, -0.19], [-1.54, -1.48, -1.86], [-2.90, -2.56, -1.51], [-2.16, 0.46, 0.24], [1.25, 4.49, -2.64], [2.23, 3.12, -3.23], [1.57, 1.78, -2.94], [1.53, 1.40, -1.20], [3.22, 3.19, -2.77], [2.35, 3.25, -4.31], [2.13, 0.98, -3.43], [0.54, 1.75, -3.32]],
  "orbital_gap_ha": 0.2985,
  "energy_ev": -110601.508,
  "max_force_ev_per_a": 7.09,
  "total_charge": 1,
  "spin_multiplicity": 1
}

No. 4
{
  "formula": "C7H16BrP",
  "method": "the ωB97M-V functional and the def2-TZVPD basis",
  "elements": ["C", "C", "C", "C", "C", "C", "C", "P", "Br", "H", "H", "H", "H", "H", "H", "H", "H", "H", "H", "H", "H", "H", "H", "H", "H"],
  "xyz": [[2.68, 0.03, -2.12], [2.02, -2.16, -0.72], [-1.05, 2.08, 0.71], [-2.96, 0.63, 1.13], [-0.53, -0.18, 1.62], [2.13, -0.68, -0.89], [-1.48, 0.62, 0.65], [-1.30, 0.22, -1.23], [-1.78, -1.80, -1.14], [3.64, -0.50, -2.61], [1.87, -0.09, -2.99], [2.76, 1.09, -2.06], [2.44, -2.51, 0.22], [2.60, -2.71, -1.42], [0.95, -2.32, -0.81], [-0.94, 2.27, 1.81], [-0.06, 2.44, 0.20], [-1.89, 2.67, 0.29], [-3.16, -0.30, 1.66], [-3.65, 0.88, 0.35], [-2.99, 1.36, 1.97], [0.51, -0.03, 1.19], [-0.52, 0.33, 2.59], [-0.68, -1.21, 1.81], [1.37, -0.12, -0.23]],
  "orbital_gap_ha": [0.2383, 0.3137],
  "e_above_lowest_ev": 1.685,
  "energy_ev": -86846.409,
  "max_force_ev_per_a": 3.68,
  "spin_multiplicity": 1
}